(1)
104
Properties=species:S:1:pos:R:3 method="wB97M-V/def2-TZVPD" lumo_energy_ha=-0.073 e_homo_ha=-0.1345 total_charge=-1
C 3.7632 -3.5024 2.4907
C 3.2501 -3.0837 0.9549
C 2.6579 -4.2197 -0.0932
C 2.4691 -5.8243 0.2663
C 1.4571 -6.0333 1.5393
C -0.0504 -6.5510 1.1550
C -1.2299 -5.4718 1.6477
C -1.8321 -4.6778 0.3025
F -0.6617 -4.4644 -0.5766
F -2.7163 -5.7100 -0.3589
C -2.6229 -3.3343 0.7795
F -3.9648 -3.7973 1.2983
F -1.9960 -2.6079 1.9273
S -2.9788 -2.0627 -0.5353
F -2.9838 -3.1832 -1.8253
F -4.6880 -2.2846 -0.2812
F -3.0463 -0.8716 0.7441
F -1.3391 -1.6172 -0.7473
F -3.3952 -0.8389 -1.6714
C 2.2325 -3.6858 -1.5952
C 2.3500 -2.0993 -1.9888
Cl 1.7964 -1.6137 -3.7139
C 2.8993 -0.9386 -0.9186
N 2.8984 0.4769 -1.4237
C 3.4112 1.3553 -0.3168
O 3.4475 2.8277 -0.6054
N 2.5468 3.4733 0.1819
O 1.4563 3.5553 -0.3899
C 3.9342 0.8959 1.1541
N 3.9146 -0.5406 1.5915
C 3.3658 -1.4702 0.5464
H 2.9061 -3.4264 3.2898
H 4.0607 -4.6547 2.4397
H 4.7146 -2.8394 2.7756
H 2.2085 -6.4771 -0.6782
H 3.5449 -6.1957 0.6239
H 1.4558 -5.0343 2.1638
H 1.9603 -6.8480 2.2521
H -0.2467 -7.5205 1.8237
H -0.1888 -6.9017 0.0451
H -0.6923 -4.7543 2.3992
H -2.0935 -6.1144 2.1082
H 1.8096 -4.4982 -2.3422
H 4.3384 1.7310 1.9000
C -4.8915 1.8267 -1.6666
F -3.7463 1.7048 -2.4119
F -5.3539 0.5481 -1.4832
F -4.4860 2.2569 -0.4287
S -6.1569 2.9547 -2.4533
O -6.4706 2.3471 -3.7539
O -5.4977 4.2626 -2.5719
O -7.3008 2.9669 -1.5314
Li 1.1992 -1.1544 -5.8505
O -8.3131 4.2123 -5.0253
H -7.9848 5.0406 -4.5912
H -7.8095 3.4170 -4.7157
H -8.2960 4.2900 -6.0131
N -3.4652 1.6894 4.1862
S -3.0178 3.1559 3.8445
O -3.3504 4.2018 4.8056
O -3.0150 3.5540 2.4416
F -1.4423 3.0196 4.1043
S -5.0256 1.5254 4.0899
O -5.5281 0.2971 4.7049
O -5.6804 1.8749 2.8351
F -5.5929 2.6259 5.0955
Li 6.1869 -1.3390 2.0756
C 1.5372 7.2445 0.6279
C 2.5490 7.5998 1.6631
O 3.5084 8.3421 0.9452
C 2.8146 8.9311 -0.0690
O 3.2359 9.8608 -0.7367
O 1.5847 8.3576 -0.2420
F 3.1477 6.4911 2.1529
H 1.8000 6.3381 0.0722
H 0.5364 7.1194 1.0501
H 2.1553 8.2057 2.4862
Br 7.9166 -1.1579 -0.3224
C 7.6089 -1.5831 -2.2012
C 8.4199 -0.6843 -3.1047
Br 7.6195 1.0903 -3.2373
H 6.5311 -1.5129 -2.3720
H 7.9230 -2.6245 -2.3117
H 8.4252 -1.0693 -4.1283
H 9.4511 -0.5440 -2.7678
Br 2.5869 7.6857 -2.1286
C 7.3981 4.3662 -6.8770
F 6.4075 5.2948 -6.6817
F 8.1147 4.8087 -7.9600
F 8.2391 4.4869 -5.7999
S 6.7383 2.6317 -7.0974
O 5.8684 2.6893 -8.2803
O 6.0080 2.3286 -5.8589
O 7.9211 1.7822 -7.2921
C -6.9024 -2.3163 5.0781
S -7.5753 -2.9459 6.6353
O -6.7907 -4.1699 7.0031
C -9.1566 -3.4994 5.9507
H -5.8894 -1.9492 5.2622
H -6.8664 -3.1159 4.3340
H -7.5230 -1.4934 4.7160
H -8.9854 -4.2273 5.1542
H -9.7068 -2.6394 5.5614
H -9.7349 -3.9665 6.7510

(2)
57
Properties=species:S:1:pos:R:3 method="wB97M-V/def2-TZVPD" smiles="COc1ccc(/C=C/[C@H](c2ccc(OC)cc2)N2CCC[N+]3=C2CCC3)cc1" lumo_energy_ha=-0.086 e_homo_ha=-0.3699 total_charge=+1
C 2.7451 4.4030 -6.0546
O 1.5397 3.6148 -6.1662
C 1.0963 2.9094 -5.0938
C 0.0738 1.9557 -5.3425
C -0.3605 1.1326 -4.3279
C 0.1538 1.2380 -3.0104
C -0.3897 0.4288 -1.9313
C -0.0571 0.6455 -0.6375
C -0.6838 -0.0359 0.5577
C -0.1057 0.3965 1.9172
C -0.6752 -0.1489 3.0771
C -0.1860 0.1454 4.3361
C 0.8213 1.1349 4.4773
O 1.0933 1.5841 5.7325
C 2.0128 2.7019 5.8507
C 1.4209 1.6706 3.3161
C 0.9770 1.2727 2.0569
N -0.5946 -1.4790 0.4362
C 0.6988 -2.0715 0.7636
C 0.7664 -3.4758 0.2302
C -0.3487 -4.3016 0.8136
N -1.5855 -3.5763 0.6941
C -1.6719 -2.2703 0.5379
C -3.1039 -1.8113 0.5281
C -3.8819 -3.1320 0.6561
C -2.8569 -4.2498 0.8440
C 1.1715 2.2001 -2.7827
C 1.6205 3.0504 -3.7835
H 2.9280 4.7177 -7.0830
H 2.5840 5.2741 -5.4072
H 3.5917 3.8132 -5.6784
H -0.3303 1.9037 -6.3507
H -1.1393 0.3961 -4.5241
H -1.1046 -0.3583 -2.1922
H 0.6932 1.3838 -0.3926
H -1.7470 0.2510 0.5553
H -1.5176 -0.8403 2.9949
H -0.6101 -0.3110 5.2292
H 2.0276 2.9247 6.9169
H 3.0159 2.4138 5.5073
H 1.6610 3.5760 5.2846
H 2.1997 2.4381 3.3944
H 1.5200 1.6630 1.2000
H 0.8206 -2.1002 1.8600
H 1.4949 -1.4430 0.3535
H 0.7054 -3.4647 -0.8631
H 1.7234 -3.9127 0.5218
H -0.4649 -5.2597 0.2986
H -0.1455 -4.5187 1.8765
H -3.3123 -1.1303 1.3716
H -3.3506 -1.2675 -0.3940
H -4.5681 -3.1068 1.5071
H -4.4644 -3.3312 -0.2488
H -2.9316 -4.7248 1.8321
H -2.9559 -5.0440 0.0907
H 1.6115 2.3136 -1.7918
H 2.3755 3.8125 -3.5634